(1)
ORCA calculation (ωB97M-V with the def2-TZVPD basis set) on a structure of composition C21H15F6FeN7O5S3.

## Properties
* LUMO energy (alpha / beta): -0.73 / -0.71 eV
* multiplicity: 1
* total energy: -125885.544 eV
* total charge: 0

Element x y z (Å)
Fe  -0.566  0.732  0.427
N  1.911  0.163  -3.397
C  0.798  0.223  -2.646
N  0.687  0.886  -1.547
C  1.771  1.662  -1.130
N  1.619  2.540  -0.196
N  0.334  2.445  0.278
C  -0.345  3.501  0.494
C  -1.774  3.260  0.710
C  -2.671  4.222  1.139
C  -4.005  3.869  1.278
C  -4.395  2.576  0.974
C  -3.438  1.668  0.547
N  -2.157  1.999  0.415
C  3.057  1.513  -1.806
C  4.230  2.107  -1.336
C  5.411  1.946  -2.028
C  5.435  1.190  -3.202
C  4.288  0.591  -3.678
C  3.099  0.754  -2.972
H  1.901  -0.393  -4.236
H  -0.057  -0.338  -3.004
H  0.085  4.494  0.413
H  -2.324  5.220  1.368
H  -4.729  4.595  1.623
H  -5.423  2.259  1.069
H  -3.699  0.646  0.310
H  4.183  2.688  -0.426
H  6.320  2.404  -1.664
H  6.363  1.065  -3.744
H  4.304  -0.002  -4.585
O  1.007  -0.355  0.761
N  0.993  -1.028  1.917
C  1.704  -2.172  1.955
C  1.804  -2.904  3.104
C  1.141  -2.443  4.244
C  0.407  -1.288  4.179
C  0.307  -0.548  2.988
S  -0.634  0.867  2.814
H  2.161  -2.432  1.012
H  2.375  -3.821  3.103
H  1.190  -3.002  5.169
H  -0.136  -0.915  5.035
F  -1.330  -4.331  -1.787
C  -1.000  -3.067  -2.031
F  -0.079  -2.690  -1.137
F  -0.439  -3.003  -3.248
S  -2.488  -1.960  -1.970
O  -1.932  -0.635  -1.830
O  -3.194  -2.297  -3.163
N  -3.275  -2.450  -0.704
S  -2.973  -1.963  0.757
O  -4.154  -1.479  1.401
O  -1.761  -1.191  0.925
C  -2.561  -3.552  1.599
F  -3.470  -4.487  1.348
F  -1.367  -3.993  1.191
F  -2.507  -3.344  2.915

Cartesian forces, eV/Å:
Fe -0.120 0.209 0.748
N 0.070 0.011 -0.014
C -0.066 -0.203 0.011
N -0.078 0.041 0.025
C -0.001 -0.010 -0.045
N 0.003 -0.029 0.008
N -0.093 0.054 -0.014
C -0.048 -0.042 -0.025
C 0.016 -0.012 0.006
C 0.001 0.019 -0.031
C -0.009 -0.010 -0.005
C -0.001 0.025 -0.015
C 0.021 0.047 -0.091
N 0.112 -0.165 0.119
C -0.007 -0.006 -0.008
C 0.001 -0.004 -0.008
C 0.003 -0.001 -0.005
C 0.000 0.001 0.004
C -0.004 0.002 0.001
C -0.040 -0.010 0.000
H 0.005 0.001 0.011
H -0.004 0.029 0.067
H -0.005 0.009 0.005
H -0.001 -0.001 0.005
H 0.001 0.002 -0.001
H -0.002 -0.003 -0.003
H -0.027 0.070 0.035
H 0.000 0.002 0.001
H 0.002 0.001 0.000
H 0.002 0.000 0.000
H 0.001 0.002 0.000
O 0.006 -0.234 -0.034
N -0.012 0.125 -0.017
C 0.015 -0.005 0.008
C -0.007 -0.006 -0.020
C -0.008 -0.003 0.022
C -0.006 -0.004 0.016
C 0.014 -0.047 -0.028
S 0.012 -0.043 -0.376
H 0.005 -0.002 0.002
H 0.003 0.001 0.001
H 0.003 0.001 0.001
H -0.001 0.003 -0.001
F -0.016 0.002 -0.081
C 0.009 -0.012 0.163
F -0.037 0.017 -0.045
F 0.035 0.082 -0.030
S 0.211 -0.081 -0.059
O -0.047 -0.017 -0.155
O -0.083 0.018 0.079
N 0.025 -0.001 -0.023
S -0.067 0.037 0.120
O -0.018 -0.101 0.000
O 0.241 0.166 -0.337
C 0.057 -0.040 0.053
F -0.013 0.061 0.004
F -0.075 0.032 -0.006
F 0.024 0.024 -0.041

And the Löwdin charges, in e, turn out to be: Fe 0.401; N 0.135; C -0.109; N 0.120; C -0.267; N 0.131; N -0.095; C -0.034; C -0.253; C -0.006; C -0.045; C -0.020; C -0.073; N 0.031; C -0.080; C -0.005; C -0.069; C -0.069; C -0.014; C -0.172; H 0.159; H 0.119; H 0.137; H 0.118; H 0.112; H 0.116; H 0.095; H 0.117; H 0.106; H 0.108; H 0.115; O -0.213; N -0.171; C -0.020; C -0.057; C -0.067; C -0.080; C -0.634; S 0.777; H 0.137; H 0.106; H 0.109; H 0.108; F 0.144; C -0.669; F 0.123; F 0.119; S 0.584; O -0.319; O -0.259; N -0.278; S 0.602; O -0.259; O -0.350; C -0.671; F 0.151; F 0.133; F 0.143

(2)
ORCA calculation (ωB97M-V with the def2-TZVPD basis set) on a structure of composition C21H15F6N2O4S6W.

## Properties
* LUMO energy (alpha / beta): -4.23 / -4.22 eV
* multiplicity: 1
* total energy: -116327.657 eV
* relative energy (zero: lowest compared OMol25 entry of this formula, charge and spin): 0.000 eV
* total charge: +1

Element x y z (Å)
W  -0.131  0.033  0.210
S  1.715  1.541  0.448
C  1.197  2.920  -0.535
C  1.711  4.187  -0.278
C  1.290  5.280  -1.022
C  0.353  5.136  -2.036
C  -0.163  3.880  -2.314
C  0.269  2.790  -1.572
S  -0.377  1.178  -1.972
C  1.031  0.510  -2.912
C  1.609  -0.759  -2.372
C  2.334  -1.571  -3.226
C  3.046  -2.637  -2.709
C  3.047  -2.820  -1.338
C  2.284  -1.983  -0.545
C  2.346  -2.092  0.947
S  0.752  -1.716  1.685
C  -0.183  -3.161  1.208
C  -0.050  -4.296  1.999
C  -0.734  -5.450  1.660
C  -1.553  -5.452  0.538
C  -1.696  -4.314  -0.237
C  -1.017  -3.141  0.090
S  -1.316  -1.697  -0.890
N  1.517  -1.004  -1.056
H  2.430  4.313  0.520
H  1.693  6.259  -0.798
H  0.023  5.994  -2.604
H  -0.899  3.742  -3.096
H  1.805  1.277  -2.852
H  0.732  0.403  -3.952
H  2.346  -1.352  -4.285
H  3.608  -3.295  -3.357
H  3.623  -3.608  -0.875
H  3.050  -1.358  1.348
H  2.655  -3.084  1.270
H  0.581  -4.268  2.880
H  -0.638  -6.335  2.273
H  -2.097  -6.348  0.270
H  -2.349  -4.319  -1.100
F  -1.518  2.369  4.042
C  -1.197  1.093  3.912
F  -1.208  0.501  5.090
F  0.023  1.000  3.384
S  -2.445  0.234  2.793
O  -1.607  -0.494  1.803
O  -3.259  -0.560  3.631
N  -3.235  1.398  2.081
S  -2.653  1.887  0.719
O  -3.218  1.357  -0.477
O  -1.153  1.797  0.782
C  -3.027  3.701  0.715
F  -2.782  4.161  -0.498
F  -4.300  3.855  1.016
F  -2.263  4.320  1.598

Cartesian forces, eV/Å:
W 0.208 -0.120 0.415
S -0.071 -0.103 0.112
C -0.030 0.019 -0.120
C -0.009 -0.004 -0.016
C 0.003 0.005 0.009
C 0.000 0.005 -0.006
C 0.002 -0.040 -0.005
C 0.093 0.051 0.076
S 0.156 0.041 0.037
C -0.042 -0.045 -0.005
C -0.022 0.043 -0.050
C 0.042 -0.021 -0.002
C -0.013 0.018 0.016
C -0.011 -0.006 -0.029
C 0.013 -0.018 0.152
C -0.043 0.061 -0.056
S -0.046 -0.132 -0.180
C -0.059 -0.054 -0.078
C 0.013 0.040 -0.028
C -0.013 -0.025 -0.008
C -0.005 -0.020 0.015
C 0.015 0.024 0.004
C 0.159 -0.077 0.083
S -0.084 0.160 0.025
N -0.035 0.011 -0.076
H 0.006 0.000 0.002
H 0.000 0.000 0.000
H -0.001 -0.001 0.000
H -0.006 0.007 -0.006
H -0.002 0.010 -0.025
H -0.018 -0.033 0.005
H -0.002 0.001 0.001
H 0.000 0.002 -0.002
H 0.001 0.002 -0.002
H -0.011 0.021 -0.021
H 0.010 -0.004 0.007
H 0.001 -0.006 0.005
H -0.004 -0.003 -0.002
H 0.001 0.000 -0.001
H -0.001 -0.002 -0.006
F 0.009 -0.041 0.004
C -0.007 0.018 0.054
F 0.004 0.004 -0.036
F -0.055 0.007 0.012
S -0.072 0.224 0.079
O 0.273 0.058 0.175
O 0.003 -0.037 -0.077
N 0.019 -0.111 -0.024
S -0.462 -0.206 -0.220
O -0.047 0.099 0.145
O -0.026 0.155 -0.568
C 0.153 0.029 0.252
F 0.026 -0.004 -0.020
F 0.008 0.008 -0.025
F -0.020 -0.011 0.009

And the Löwdin charges, in e, turn out to be: W 0.891; S 0.669; C -0.630; C -0.089; C -0.051; C -0.063; C -0.090; C -0.530; S 0.948; C -0.303; C -0.323; C 0.011; C -0.003; C 0.016; C -0.309; C -0.326; S 0.965; C -0.488; C -0.086; C -0.061; C -0.053; C -0.094; C -0.598; S 0.687; N -0.090; H 0.111; H 0.116; H 0.114; H 0.118; H 0.115; H 0.103; H 0.131; H 0.127; H 0.130; H 0.105; H 0.103; H 0.116; H 0.114; H 0.116; H 0.110; F 0.168; C -0.657; F 0.179; F 0.105; S 0.696; O -0.538; O -0.189; N -0.256; S 0.676; O -0.244; O -0.532; C -0.681; F 0.175; F 0.189; F 0.179